[1]
{
  "formula": "C19H27BCuF4N6O4PS3",
  "method": "wB97M-V/def2-TZVPD",
  "elements": ["Cu", "O", "S", "O", "O", "O", "N", "S", "C", "C", "C", "C", "C", "C", "C", "C", "C", "C", "C", "C", "H", "H", "H", "H", "H", "H", "H", "H", "H", "H", "H", "F", "B", "F", "F", "F", "C", "N", "C", "N", "C", "N", "C", "P", "C", "C", "H", "H", "H", "H", "H", "H", "H", "H", "H", "H", "H", "H", "N", "C", "N", "S", "H", "H", "H", "H"],
  "coordinates": [[-0.427698, 1.315223, 0.368679], [0.336350, 4.886125, -0.166821], [-0.735101, 3.990740, 0.185768], [-2.076322, 4.582156, 0.002160], [-0.624355, 3.262685, 1.490876], [-0.661088, 2.768028, -0.837643], [-0.599817, -0.392595, 1.068687], [-2.004722, -1.120279, 1.429603], [-1.860910, -1.716025, 3.123462], [-3.071425, -1.933116, 3.740116], [-3.049599, -2.495717, 5.046961], [-1.852519, -2.809185, 5.660416], [-0.645515, -2.619246, 5.006221], [-0.645230, -2.047458, 3.737414], [-1.817515, -2.708856, 0.574079], [-3.006289, -3.308880, 0.147362], [-3.016494, -4.468891, -0.595106], [-1.770244, -5.087199, -0.834172], [-0.569058, -4.522561, -0.456573], [-0.583293, -3.283903, 0.189653], [0.303457, -0.801911, 1.348663], [-3.989044, -1.707986, 3.198711], [-3.957567, -2.560466, 5.680078], [-1.876262, -3.208138, 6.666540], [0.306750, -2.903793, 5.462452], [0.312280, -1.864107, 3.259394], [-3.925935, -2.851230, 0.459163], [-3.940027, -4.910576, -0.982566], [-1.711815, -6.048259, -1.391436], [0.389011, -4.986330, -0.711440], [0.336903, -2.772249, 0.460739], [4.183170, -0.790638, 1.465225], [2.892905, -0.632673, 1.984018], [2.518176, 0.761932, 1.869758], [2.610298, -1.122771, 3.263950], [1.959997, -1.390756, 1.037841], [3.071594, 0.710133, -3.740576], [3.768353, 0.391762, -2.464064], [4.434225, 1.593674, -1.915892], [3.537238, 2.810813, -1.869976], [2.890368, 3.024870, -3.168642], [2.170894, 1.882490, -3.731318], [0.967750, 1.513553, -3.003893], [1.516210, 1.195832, -1.293942], [2.830593, -0.099750, -1.450243], [2.553317, 2.635804, -0.804488], [2.499099, -0.157172, -4.036170], [3.847112, 0.962730, -4.512540], [5.291517, 1.913869, -2.537553], [4.765707, 1.287200, -0.902506], [3.647188, 3.277518, -3.912437], [2.178476, 3.855659, -3.100201], [0.523365, 0.592196, -3.454363], [0.148005, 2.263593, -3.024238], [2.399402, -1.100962, -1.639373], [3.378212, -0.136514, -0.490053], [3.111197, 2.446149, 0.130552], [1.965687, 3.588701, -0.678960], [-4.019425, 2.230379, -0.219519], [-3.696133, 2.278160, -1.505928], [-3.647820, 3.505023, -2.078240], [-3.325170, 0.941196, -2.415736], [-3.851803, 3.058646, 0.342241], [-4.113199, 1.325357, 0.211743], [-3.109335, 4.241505, -1.613594], [-3.464073, 3.466491, -3.072321]],
  "atomic_forces_ev_per_a": [[0.649, 1.154, -1.509], [0.265, 0.352, 0.545], [-1.327, -1.460, -1.231], [0.578, -0.034, 0.422], [0.129, 0.264, -0.402], [-0.136, 0.939, 0.957], [-1.364, -0.287, 0.848], [3.487, -0.263, -0.365], [0.008, -0.373, -0.101], [-0.037, -0.738, 1.319], [-0.908, 0.880, -0.123], [-0.152, -0.174, 0.058], [0.303, 0.217, -0.534], [0.089, 0.038, -0.080], [-0.118, -1.031, -0.974], [0.102, 0.410, 0.554], [1.079, -0.785, -0.141], [-0.682, -1.054, -0.937], [0.061, 0.902, 0.199], [-0.505, 0.685, 0.973], [-0.600, -0.358, -0.098], [0.032, 0.022, 0.382], [0.450, -0.136, -0.851], [0.060, -0.013, 0.001], [-0.371, 0.198, -0.127], [-0.104, 0.043, -0.122], [-0.462, 0.201, -0.165], [0.372, 0.203, 0.293], [-0.298, 0.777, 0.428], [-0.436, 0.139, 0.140], [-0.006, -0.121, -0.122], [-0.523, -0.197, 0.787], [-1.194, 0.659, -1.159], [0.277, -1.423, 0.196], [0.573, 0.175, -0.626], [0.873, 0.535, 1.041], [1.357, 1.032, -0.347], [0.071, 0.367, -0.845], [-0.470, 0.660, -0.648], [0.974, -0.780, -0.038], [-0.017, 0.045, -0.079], [0.351, -0.815, -0.357], [-0.564, -0.046, 0.068], [-2.084, -0.814, 2.979], [-0.168, 0.497, 0.235], [-0.132, 0.925, -0.315], [-0.039, -0.267, -0.213], [-0.449, -0.510, 0.657], [-0.278, -0.553, 0.142], [-0.054, 0.698, -0.526], [0.203, 0.117, 0.095], [0.218, -0.051, 0.188], [0.390, 0.536, 0.424], [0.765, -0.215, 0.127], [0.330, 0.501, -0.190], [-0.515, -0.184, -0.477], [-0.619, -0.180, -0.285], [0.306, -1.114, -0.098], [-0.175, 0.167, 0.906], [0.565, 0.316, -0.791], [0.067, 0.787, -0.565], [-0.347, -1.076, -0.253], [-0.040, -0.120, -0.004], [0.311, 0.190, -0.037], [-0.283, -0.265, 0.482], [0.158, -0.195, 0.290]],
  "total_charge": -1,
  "orbital_gap_ha": [0.267, 0.266],
  "e_tot_ha": -4970.73078,
  "multiplicity": 2,
  "s_squared": 0.76,
  "fmax_ev_per_a": 3.725
}

---

[2]
{
  "formula": "C34H20N6O7SSr",
  "method": "wB97M-V/def2-TZVPD",
  "elements": ["Sr", "C", "C", "N", "C", "C", "C", "C", "C", "C", "C", "N", "C", "C", "C", "C", "C", "C", "C", "C", "N", "C", "H", "H", "H", "H", "H", "H", "H", "H", "H", "H", "H", "H", "O", "C", "O", "C", "C", "C", "C", "C", "C", "O", "N", "O", "O", "N", "O", "O", "H", "H", "S", "C", "C", "C", "C", "C", "C", "C", "C", "C", "N", "H", "H", "H", "H", "H", "H"],
  "coordinates": [[-0.283795, 1.425116, 0.294971], [1.004247, 2.910839, -4.213895], [0.875635, 2.616953, -2.881834], [-0.027013, 1.736090, -2.462038], [-0.973815, 1.203940, -3.261654], [-1.018491, 1.573591, -4.634684], [0.025963, 2.451516, -5.087346], [-2.118938, 1.265144, -5.461543], [-3.146094, 0.575337, -4.888486], [-3.049347, 0.000419, -3.588932], [-1.946169, 0.218047, -2.768517], [-1.710090, -0.184690, -1.492357], [-1.848158, -1.479801, -1.073197], [-1.889377, -2.630158, -1.919387], [-1.870660, -3.931517, -1.440597], [-1.768924, -4.185904, -0.061142], [-1.748203, -3.112183, 0.812966], [-1.603061, -3.250043, 2.240340], [-1.723253, -2.192418, 3.076100], [-1.839409, -0.857984, 2.504278], [-1.803773, -0.703356, 1.233772], [-1.863260, -1.783929, 0.306287], [1.824864, 3.518690, -4.616804], [1.618017, 2.886429, -2.127120], [0.018760, 2.714772, -6.141915], [-2.139054, 1.590270, -6.536729], [-4.072289, 0.330067, -5.385820], [-3.798094, -0.723354, -3.207907], [-1.959333, -2.477866, -2.981423], [-1.762719, -4.674917, -2.207124], [-1.768731, -5.214698, 0.283337], [-1.456739, -4.292660, 2.559605], [-1.678516, -2.253356, 4.182464], [-1.891616, 0.013501, 3.161308], [4.412581, 1.626877, -0.590772], [3.280992, 1.123109, -0.463324], [2.197333, 1.783721, -0.201734], [3.253147, -0.389031, -0.482732], [4.216228, -1.011937, -1.175889], [4.314828, -2.408551, -1.240944], [3.573922, -3.192512, -0.329710], [2.655937, -2.555595, 0.494210], [2.228772, -1.184615, 0.238050], [1.130341, -0.748212, 0.692097], [2.042812, -3.308972, 1.584622], [1.862338, -2.788296, 2.667728], [1.799883, -4.489497, 1.399281], [5.349445, -3.106712, -1.936609], [6.081425, -2.523842, -2.710367], [5.469786, -4.338214, -1.737857], [4.953444, -0.374082, -1.656020], [3.835650, -4.229798, -0.267147], [-2.727319, 4.504881, 3.909530], [-3.667194, 4.688989, 2.471257], [-3.059507, 4.106711, 1.421070], [-1.889025, 3.331645, 1.707846], [-1.585007, 3.524973, 3.023737], [-0.588770, 2.751866, 3.824632], [-0.351262, 3.043620, 5.153703], [0.666332, 2.268845, 5.817216], [1.284226, 1.263337, 5.156203], [0.923998, 1.074189, 3.819149], [0.095457, 1.808915, 3.121035], [-4.616567, 5.244435, 2.472975], [-3.439087, 4.044148, 0.412720], [-0.791746, 3.906859, 5.589390], [0.918145, 2.534782, 6.832150], [2.144833, 0.683311, 5.507728], [1.415064, 0.252766, 3.261799]],
  "atomic_forces_ev_per_a": [[0.397, -0.637, -0.102], [-0.423, 0.629, -2.344], [0.107, -1.733, 1.125], [-0.354, 0.236, 0.895], [0.057, 0.173, -1.181], [1.082, 1.614, 0.066], [-0.193, -0.750, 0.642], [-0.458, 0.046, -1.089], [-0.199, -1.104, 0.720], [0.170, -0.621, 0.242], [0.734, 1.007, 0.714], [-0.116, -0.826, 0.337], [-0.348, -0.024, -1.210], [-0.358, 0.866, 0.432], [0.622, 0.785, 1.123], [-0.319, -0.867, -1.551], [-0.174, 1.311, 0.303], [-0.442, -0.801, -0.434], [-0.021, 0.944, 0.697], [0.267, -1.963, 0.570], [-0.610, 0.128, -2.204], [0.994, 0.840, 2.733], [-0.366, -0.165, 0.412], [-0.235, 0.231, -0.150], [0.161, 0.065, 0.091], [-0.020, -0.225, 1.253], [-0.006, 0.168, -0.535], [0.289, 0.736, -0.435], [0.182, 0.107, -0.305], [-0.297, -0.699, 0.087], [0.239, 0.108, 0.186], [-0.001, 0.617, 0.283], [0.059, -0.269, -0.864], [0.103, -0.103, -0.282], [-0.591, -0.022, -0.349], [-0.243, 1.379, 1.166], [0.641, -0.896, -0.447], [-2.092, -0.179, 0.682], [1.190, -0.208, -1.053], [-0.344, -1.052, 1.180], [-0.079, 1.187, 0.116], [0.128, 0.019, -0.734], [-0.186, 0.790, 0.740], [1.089, -0.263, -0.426], [0.064, -0.339, -0.095], [0.051, 0.708, -0.029], [-0.030, -0.510, -0.392], [-0.152, -1.289, 0.253], [0.227, 0.669, -0.295], [-0.062, 0.915, -0.203], [-0.087, -0.200, -0.075], [-0.250, -0.285, 0.259], [-0.639, 0.203, -0.169], [-0.713, 0.993, 0.497], [0.205, -1.015, -0.714], [0.689, 0.068, -0.153], [0.560, -1.048, 0.678], [-0.567, 1.153, -1.505], [2.171, -1.858, 0.263], [-1.765, 1.927, 0.114], [0.715, -0.698, -0.823], [1.285, -1.285, -0.757], [-0.726, 0.096, 0.834], [0.614, -0.211, 0.094], [-0.513, 0.433, -0.070], [-0.390, 0.322, 0.519], [0.133, -0.026, 0.199], [-0.624, 0.192, 0.264], [-0.231, 0.503, 0.205]],
  "total_charge": -2,
  "orbital_gap_ha": 0.217,
  "e_tot_ha": -2591.78554,
  "fmax_ev_per_a": 3.027
}

---

[3]
{
  "formula": "C3H7N5",
  "method": "wB97M-V/def2-TZVPD",
  "elements": ["H", "N", "C", "N", "C", "N", "H", "C", "N", "N", "H", "H", "H", "H", "H"],
  "coordinates": [[-2.778636, -0.154010, -1.253539], [-2.249011, 0.519520, -0.811760], [-1.225803, -0.355128, -0.552039], [0.073322, 0.246039, -0.225263], [0.060644, 1.599625, 0.026887], [-0.464038, 2.426138, -0.619299], [-0.756687, 3.563302, -0.513449], [1.080459, -0.556078, 0.417910], [0.696473, -1.857930, 0.474450], [2.206376, -0.291313, 0.571852], [2.727510, -1.007736, 0.969596], [-1.342433, -1.403411, -0.877836], [0.797095, 1.875460, 0.909253], [1.502356, -2.484033, 0.603264], [-0.327626, -2.120446, 0.879973]],
  "atomic_forces_ev_per_a": [[-2.965, -1.382, -1.141], [5.099, -2.900, 1.969], [-1.599, 5.031, -1.754], [-1.714, -2.844, 0.645], [5.611, -0.447, 5.948], [-5.427, 8.071, -4.769], [2.077, -4.711, 0.358], [-7.980, -2.436, -2.807], [-3.964, -3.072, 1.452], [7.573, 5.477, 0.562], [1.216, -1.200, 0.896], [0.828, 0.546, 0.502], [-1.267, -0.839, -0.986], [-1.307, 0.142, 0.299], [3.818, 0.564, -1.175]],
  "total_charge": 0,
  "orbital_gap_ha": 0.330,
  "e_tot_ha": -392.14383,
  "fmax_ev_per_a": 10.832,
  "smiles": "[H]/N=C/N(/C=N/[H])/C(N)=N/[H]"
}

---

[4]
{
  "formula": "C18H15F3N4O4S",
  "method": "wB97M-V/def2-TZVPD",
  "elements": ["O", "C", "C", "S", "C", "N", "N", "C", "C", "N", "C", "O", "C", "C", "C", "C", "C", "C", "F", "F", "F", "C", "O", "N", "C", "C", "C", "C", "C", "O", "H", "H", "H", "H", "H", "H", "H", "H", "H", "H", "H", "H", "H", "H", "H"],
  "coordinates": [[4.429871, 0.945865, -2.099611], [4.778818, 0.601884, -0.994161], [5.404958, 1.593012, -0.013070], [4.790575, 1.377457, 1.696479], [3.107300, 1.236318, 1.328291], [2.192537, 0.638694, 2.020179], [1.051483, 0.735963, 1.305935], [1.325111, 1.383698, 0.221158], [0.394737, 1.663000, -0.900881], [-0.832467, 0.942428, -0.689907], [-1.977719, 1.594891, -0.354647], [-2.129668, 2.785912, -0.513433], [-3.046167, 0.699272, 0.185436], [-2.747664, -0.281803, 1.126694], [-3.758652, -1.069241, 1.651366], [-5.068250, -0.889768, 1.241737], [-5.363640, 0.100157, 0.311935], [-6.795610, 0.312692, -0.094060], [-7.465944, -0.845925, -0.226107], [-7.477632, 1.032012, 0.817487], [-6.923569, 0.959370, -1.259380], [-4.362727, 0.905732, -0.207659], [2.625490, 1.745161, 0.167920], [4.682338, -0.658560, -0.528989], [3.960826, -1.690273, -1.248005], [2.600518, -1.908514, -0.663438], [1.353108, -1.878340, -1.213315], [0.451302, -2.181201, -0.161032], [1.218181, -2.359350, 0.947910], [2.515931, -2.199958, 0.654281], [5.198475, 2.607909, -0.352600], [6.483162, 1.443209, 0.044328], [0.145291, 2.730464, -0.943421], [0.876421, 1.378868, -1.844118], [-0.729622, -0.029910, -0.439156], [-1.732256, -0.404734, 1.476517], [-3.527035, -1.824311, 2.386528], [-5.859907, -1.505325, 1.640737], [-4.589190, 1.688018, -0.915871], [4.925525, -0.858319, 0.431157], [3.864144, -1.363193, -2.285175], [4.543899, -2.616438, -1.206997], [1.109472, -1.676606, -2.236171], [-0.613219, -2.282888, -0.231766], [0.971449, -2.577334, 1.966879]],
  "atomic_forces_ev_per_a": [[-0.067, 0.118, -0.350], [0.370, 0.152, 0.210], [-0.293, 0.128, 0.196], [0.454, 0.204, 0.001], [-0.423, -0.221, 0.199], [1.544, 0.052, 0.507], [-1.178, 0.426, -0.886], [-0.239, -0.394, 0.535], [0.030, 0.308, -0.304], [0.327, -0.168, -0.052], [0.026, -0.272, -0.119], [-0.146, 0.305, 0.007], [-0.183, -0.011, 0.227], [-0.043, 0.101, -0.149], [-0.103, -0.071, 0.029], [0.037, 0.113, -0.082], [-0.004, 0.025, -0.077], [-0.322, 0.027, -0.029], [0.100, -0.222, 0.053], [0.089, 0.080, 0.170], [0.214, 0.117, -0.144], [-0.001, -0.089, 0.059], [-0.105, 0.121, 0.045], [0.096, -0.497, 0.163], [-0.120, -0.101, 0.181], [-0.292, 0.249, -0.873], [0.617, 0.013, 0.149], [0.185, -0.284, 0.516], [-0.898, -0.056, -0.266], [0.541, -0.035, 0.052], [0.030, -0.185, -0.066], [-0.004, 0.007, 0.005], [0.093, -0.186, -0.064], [-0.051, 0.083, 0.098], [-0.094, 0.096, 0.034], [0.143, 0.000, 0.019], [0.027, -0.063, 0.080], [-0.056, -0.061, 0.033], [-0.021, 0.065, -0.047], [-0.038, 0.181, -0.089], [-0.011, -0.139, 0.133], [-0.058, 0.092, -0.099], [0.027, 0.051, -0.272], [-0.251, -0.043, 0.077], [0.051, -0.017, 0.188]],
  "total_charge": 0,
  "orbital_gap_ha": 0.348,
  "e_tot_ha": -1912.72823,
  "fmax_ev_per_a": 1.626,
  "smiles": "O=C(CSc1nnc(CNC(=O)c2cccc(C(F)(F)F)c2)o1)NCc1ccco1"
}

---

[5]
{
  "formula": "CH2F2O3",
  "method": "wB97M-V/def2-TZVPD",
  "elements": ["C", "O", "O", "O", "F", "F", "H", "H"],
  "coordinates": [[1.305716, 0.597854, 0.213261], [0.689804, 1.561733, -0.053841], [-1.381732, -0.678536, -0.443028], [-0.541882, -0.939233, 0.696068], [1.659456, -0.260135, -0.749879], [1.981646, 0.342312, 1.292023], [-1.435449, 0.318911, -0.666477], [-2.277560, -0.942903, -0.288124]],
  "atomic_forces_ev_per_a": [[0.525, -0.329, -1.769], [-0.617, 0.413, 0.625], [0.424, 2.437, -2.148], [0.353, -0.030, 0.954], [0.091, -0.083, 0.749], [-0.286, -0.159, 0.216], [0.583, -1.623, 0.685], [-1.073, -0.626, 0.690]],
  "total_charge": 0,
  "orbital_gap_ha": 0.352,
  "e_tot_ha": -464.59462,
  "fmax_ev_per_a": 3.276
}